--- 1 ---
Formula: C2H5N3S
Source: OMol25
Level of theory: the ωB97M-V functional and the def2-TZVPD basis

Structure (XYZ):
```
11
C2H5N3S, DFT the ωB97M-V functional and the def2-TZVPD basis
C -0.652 0.768 -0.382
C 1.636 0.192 0.482
N -1.623 0.920 0.448
N -1.938 -1.311 -0.440
N 0.592 0.545 -0.490
S -2.719 -0.140 0.331
H 2.026 -0.795 0.493
H 2.539 0.833 0.174
H 1.536 0.504 1.570
H -2.388 -2.220 -0.740
H 0.991 0.704 -1.445
```

As for the charge: 0. The value obtained for the HOMO-LUMO gap is 0.27941 hartree.


--- 2 ---
Formula: C2H5N3S
Source: OMol25
Level of theory: the ωB97M-V functional and the def2-TZVPD basis

Structure (XYZ):
```
11
C2H5N3S, DFT the ωB97M-V functional and the def2-TZVPD basis
H -2.638 -0.201 0.844
N -1.803 -0.638 0.467
C -0.846 -0.014 -0.034
N -0.668 1.316 -0.304
C 0.187 -1.038 -0.304
N 1.500 -1.128 -0.374
S 2.283 0.332 0.231
H 0.021 1.641 -0.846
H -1.427 2.018 -0.058
H -0.302 -2.076 -0.288
H 3.693 -0.212 0.665
```

As for the charge: 0. The value obtained for the HOMO-LUMO gap is 0.33625 hartree.


It is 2 that is most stable; the runner-up trails by 170.6 kJ/mol.


--- 1 ---
Formula: C4H17NO4
Source: OMol25
Level of theory: the ωB97M-V functional and the def2-TZVPD basis

Structure (XYZ):
```
26
C4H17NO4, DFT the ωB97M-V functional and the def2-TZVPD basis
C 1.008 0.001 -0.048
O -0.116 0.261 -0.895
C -0.871 1.391 -0.486
C -1.816 1.760 -1.656
C -2.941 0.735 -1.756
N -1.064 1.912 -2.867
H 0.609 -0.382 0.891
H 1.647 0.826 0.265
H 1.703 -0.702 -0.509
H -1.352 1.198 0.473
H -0.402 2.359 -0.309
H -2.227 2.762 -1.535
H -3.492 0.663 -0.819
H -2.634 -0.292 -1.953
H -3.678 0.945 -2.531
H -0.622 2.814 -2.761
H -0.290 1.307 -2.633
O 2.483 0.499 3.855
H 2.193 -0.325 3.463
H 3.438 0.458 3.821
O 1.623 -1.905 2.716
H 2.245 -2.631 2.680
H 1.002 -2.085 2.011
O 1.406 -3.803 0.513
H 1.673 -4.163 -0.332
H 0.476 -3.601 0.404
```

As for the charge: 0. The value obtained for the HOMO-LUMO gap is 0.36114 hartree.


--- 2 ---
Formula: C4H17NO4
Source: OMol25
Level of theory: the ωB97M-V functional and the def2-TZVPD basis

Structure (XYZ):
```
26
C4H17NO4, DFT the ωB97M-V functional and the def2-TZVPD basis
C 1.763 -0.266 -1.017
C 0.320 -0.056 -1.414
C 0.090 0.870 -2.594
C -0.694 -0.768 -0.916
N -0.611 -1.730 0.140
H 1.758 -0.426 0.053
H 2.058 -1.229 -1.495
H 2.413 0.478 -1.455
H -0.422 1.743 -2.164
H 1.002 1.189 -3.070
H -0.672 0.541 -3.329
H -1.694 -0.587 -1.283
H 0.308 -2.113 0.358
H -1.245 -2.491 -0.062
O -2.189 2.390 -1.087
H -3.097 2.436 -1.393
H -2.166 1.949 -0.250
O 0.392 -0.469 2.584
H -0.399 -0.998 2.376
H 0.780 -0.448 1.714
O 1.993 -2.644 1.120
H 2.891 -2.733 0.784
H 2.056 -3.244 1.871
O -1.001 2.597 2.070
H -1.121 2.259 2.957
H -0.845 1.819 1.549
```

As for the charge: 0. The value obtained for the HOMO-LUMO gap is 0.29786 hartree.


It is 2 that is most stable; the runner-up trails by 34.0 kJ/mol.


--- 1 ---
Formula: CH4OS2
Source: OMol25
Level of theory: the ωB97M-V functional and the def2-TZVPD basis

Structure (XYZ):
```
8
CH4OS2, DFT the ωB97M-V functional and the def2-TZVPD basis
C -1.264 0.714 -0.083
O -2.113 -0.255 0.112
S 3.496 -1.166 0.086
S -3.701 -0.130 0.299
H -0.160 0.542 -0.090
H -1.491 1.814 -0.176
H 2.870 0.049 0.198
H 2.363 -1.568 -0.347
```

As for the charge: 0. The value obtained for the HOMO-LUMO gap (spin up / spin down) is 0.26847 / 0.26813 hartree.


--- 2 ---
Formula: CH4OS2
Source: OMol25
Level of theory: the ωB97M-V functional and the def2-TZVPD basis

Structure (XYZ):
```
8
CH4OS2, DFT the ωB97M-V functional and the def2-TZVPD basis
C -0.211 -0.940 -1.747
O -0.212 0.057 -2.408
H 0.282 -1.889 -2.028
H -0.667 -0.924 -0.739
S -0.758 1.041 1.103
S 1.282 0.585 1.275
H -1.262 0.582 2.281
H 1.546 1.486 2.264
```

As for the charge: 0. The value obtained for the HOMO-LUMO gap is 0.35139 hartree.


It is 2 that is most stable; the runner-up trails by 255.3 kJ/mol.


--- 1 ---
Formula: C4H3F3
Source: OMol25
Level of theory: the ωB97M-V functional and the def2-TZVPD basis

Structure (XYZ):
```
10
C4H3F3, DFT the ωB97M-V functional and the def2-TZVPD basis
C -1.409 -0.086 0.082
C 0.058 -0.157 -0.114
C 1.000 -1.037 0.138
F 1.408 -2.254 0.201
C 1.105 0.825 -0.167
F 1.611 1.387 -1.293
F 1.527 1.534 0.851
H -1.775 -0.918 0.777
H -1.901 -0.215 -0.818
H -1.623 0.922 0.343
```

As for the charge: 0. The value obtained for the HOMO-LUMO gap is 0.33743 hartree.


--- 2 ---
Formula: C4H3F3
Source: OMol25
Level of theory: the ωB97M-V functional and the def2-TZVPD basis

Structure (XYZ):
```
10
C4H3F3, DFT the ωB97M-V functional and the def2-TZVPD basis
C 2.160 -1.028 -0.439
C 1.244 -0.306 -0.158
C 0.265 0.698 0.010
F 0.465 1.575 0.967
C -1.420 0.078 0.348
F -1.495 -1.134 1.099
F -2.036 -0.174 -0.863
H 2.723 -1.750 -0.935
H 0.094 1.242 -0.937
H -2.001 0.798 0.909
```

As for the charge: 0. The value obtained for the HOMO-LUMO gap is 0.41722 hartree.


It is 2 that is most stable; the runner-up trails by 128.1 kJ/mol.


--- 1 ---
Formula: C5H16NO
Source: OMol25
Level of theory: the ωB97M-V functional and the def2-TZVPD basis

Structure (XYZ):
```
23
C5H16NO, DFT the ωB97M-V functional and the def2-TZVPD basis
C -1.392 0.013 0.192
C -0.119 -0.659 0.743
C -0.651 -1.607 1.803
C 0.952 0.288 1.314
C 1.919 0.960 0.336
N -1.103 0.860 -1.003
H -2.207 -0.651 -0.031
H -1.748 0.705 0.943
H 0.390 -1.102 -0.114
H 0.194 -1.928 2.426
H -1.177 -2.470 1.416
H -1.247 -1.122 2.583
H 1.521 -0.286 2.051
H 0.452 0.984 2.003
H 2.124 0.299 -0.507
H 2.847 1.084 0.890
H 1.571 1.922 -0.031
H -1.741 1.640 -1.289
H -0.822 0.312 -1.835
H -0.294 1.536 -0.911
H 0.196 -1.025 -3.633
H -0.034 0.419 -3.990
O 0.371 -0.171 -3.354
```

As for the charge: 0. The value obtained for the HOMO-LUMO gap (spin up / spin down) is 0.15081 / 0.44903 hartree. The spin multiplicity is 2.


--- 2 ---
Formula: C5H16NO
Source: OMol25
Level of theory: the ωB97M-V functional and the def2-TZVPD basis

Structure (XYZ):
```
23
C5H16NO, DFT the ωB97M-V functional and the def2-TZVPD basis
C 0.420 1.206 -1.023
C 0.488 0.736 0.420
C -0.630 -0.204 1.002
C -2.003 0.514 0.755
C -0.359 -0.532 2.500
N 0.021 0.038 -1.931
H -0.360 1.946 -1.138
H 1.369 1.624 -1.321
H 1.425 0.190 0.634
H 0.658 1.616 1.056
H -0.514 -1.166 0.506
H -2.652 -0.102 0.075
H -2.387 0.537 1.788
H -1.997 1.504 0.297
H 0.707 -0.773 2.560
H -0.926 -1.397 2.851
H -0.593 0.324 3.148
H -0.382 0.482 -2.770
H -0.681 -0.495 -1.416
H 0.878 -0.500 -2.204
H 2.535 -1.553 -1.210
H 2.709 -2.411 -2.431
O 2.275 -1.585 -2.152
```

As for the charge: 0. The value obtained for the HOMO-LUMO gap (spin up / spin down) is 0.13317 / 0.42734 hartree. The spin multiplicity is 2.


It is 1 that is most stable; the runner-up trails by 15.2 kJ/mol.